# 1
This record from the OMol25 dataset describes a molecular structure, C4H8O2. The level of theory is ωB97M-V/def2-TZVPD.

E	-307.56482	Ha

Geometry as ORCA input:
```
! RIJCOSX wB97M-V def2-TZVPD def2/J DEFGRID3
* xyz 0 1
C -1.61590 -1.07539 0.34122
C -0.04197 0.08349 0.15727
C 1.51616 0.00666 -0.19503
O 2.27139 0.86434 0.67612
C -0.82011 1.04452 -0.63983
O -2.02948 0.95738 -0.66174
H -2.59017 -0.68043 0.73935
H -1.21550 -1.76168 1.05810
H -1.85791 -1.51319 -0.63084
H -0.08741 0.27611 1.22112
H 1.88778 -1.01519 -0.09030
H 1.71555 0.31636 -1.23903
H 3.21734 0.68345 0.53510
H -0.34978 1.81358 -1.27152
*
```

# 2
This record from the OMol25 dataset describes 3 unconnected molecules or ions with the total composition C13H23F6N2O6S2. The level of theory is ωB97M-V/def2-TZVPD.

E	-2465.38527	Ha

Geometry as ORCA input:
```
! RIJCOSX wB97M-V def2-TZVPD def2/J DEFGRID3
* xyz 1 1
C -4.68476 -1.50877 0.82405
C -3.81670 -1.98094 -0.39840
F -4.52828 -2.78693 -1.28016
N -3.10035 -0.87196 -1.06378
C -2.54821 -1.10640 -2.33145
C -1.90472 0.12842 -2.68108
N -2.14846 0.94709 -1.57826
C -1.58880 2.29808 -1.59419
F -2.41804 3.22337 -1.06700
F -1.32459 2.67450 -2.88613
C -0.15780 2.26524 -0.85282
F -0.07813 3.28738 0.02080
F 0.83493 2.31867 -1.77966
F 0.01603 1.11586 -0.13286
C -2.89317 0.37338 -0.57226
H -4.02093 -1.06896 1.61889
H -5.47809 -0.78267 0.53145
H -5.09247 -2.44946 1.27326
H -3.02321 -2.64432 0.05034
H -2.62364 -2.05541 -2.89809
H -1.33030 0.32815 -3.60445
H -3.21269 0.81545 0.38889
O 0.18692 -5.15522 0.94390
S -1.06640 -5.52746 1.53053
O -2.10823 -4.56146 1.76192
O -0.79302 -6.32785 2.88790
C 0.04589 -5.72208 3.88355
C -0.69867 -4.66790 4.67982
C -1.74522 -6.87731 0.61753
H 0.94839 -5.30947 3.42716
H 0.36074 -6.52304 4.55278
H -0.94310 -3.80541 4.05753
H -0.09104 -4.32017 5.51660
H -1.63902 -5.06648 5.06442
H -0.97663 -7.63663 0.49016
H -2.06278 -6.49768 -0.35267
H -2.60017 -7.27555 1.16043
O 5.94247 4.52488 -2.57474
S 4.58189 4.91390 -2.35755
O 3.97893 5.98442 -3.09222
O 4.35712 5.17105 -0.78921
C 5.23942 6.08083 -0.11618
C 4.86951 7.52624 -0.38803
C 3.54911 3.48718 -2.49155
H 6.27850 5.88076 -0.38712
H 5.13982 5.87791 0.95089
H 5.05166 7.78873 -1.43106
H 5.46035 8.19690 0.23794
H 3.80959 7.69761 -0.19157
H 3.97263 2.68794 -1.88628
H 3.52331 3.19111 -3.53939
H 2.55043 3.74446 -2.15256
*
```

# 3
This record from the OMol25 dataset describes a molecular structure, C21H31AuN3OSb. The level of theory is ωB97M-V/def2-TZVPD.

E	-1433.64019	Ha

Geometry as ORCA input:
```
! RIJCOSX wB97M-V def2-TZVPD def2/J DEFGRID3
* xyz 2 1
Au -0.03970 -0.31000 0.08600
O -1.18270 3.71020 0.01610
C -1.14140 2.49340 0.01510
N 0.00940 1.82420 -0.00200
C 1.25910 2.51300 -0.02990
C 2.40460 1.55120 -0.03620
C 3.71740 2.02000 -0.01510
C 4.76430 1.11750 -0.00950
C 4.48330 -0.24450 -0.05500
C 3.16100 -0.62980 -0.08290
N 2.15860 0.24220 -0.05880
C -2.36400 1.63600 0.05420
C -3.61740 2.22120 -0.08570
C -4.73710 1.40920 0.00130
C -4.57120 0.05390 0.25320
C -3.28550 -0.44450 0.38070
N -2.21830 0.32900 0.25890
H 1.34490 3.18320 0.83990
H 1.31340 3.16090 -0.91890
H 3.90120 3.08280 0.00180
H 5.78520 1.46310 0.02900
H 5.27060 -0.98030 -0.06780
H 2.87390 -1.67320 -0.12710
H -3.68730 3.28820 -0.24760
H -5.72630 1.82510 -0.10540
H -5.41700 -0.60380 0.36640
H -3.09770 -1.48390 0.61260
C -2.52340 -3.36960 -1.79950
C -2.06110 -3.97230 -0.48780
C -2.05460 -5.48270 -0.54260
Sb -0.03940 -3.10900 0.03910
C 1.58020 -4.11970 -1.16600
C 1.57090 -5.61190 -0.93620
C 1.39490 -3.74930 -2.62020
C 0.35620 -3.29130 2.25750
C 1.81930 -3.00790 2.51000
C -0.09380 -4.64350 2.75030
H -3.57140 -3.61460 -1.96900
H -1.96390 -3.78610 -2.63410
H -2.42130 -2.28390 -1.82100
H -2.68290 -3.63700 0.34720
H -1.54150 -5.84580 -1.42990
H -3.08890 -5.82310 -0.61030
H -1.61980 -5.94020 0.34420
H 2.50560 -3.68860 -0.77820
H 0.66630 -6.07700 -1.31680
H 1.69660 -5.87240 0.11290
H 2.40950 -6.04480 -1.48250
H 0.47140 -4.16030 -3.02090
H 2.21180 -4.16640 -3.20780
H 1.39370 -2.67000 -2.77030
H -0.26290 -2.50030 2.68710
H 2.46220 -3.72040 1.99450
H 2.02460 -3.10320 3.57650
H 2.09070 -1.99310 2.21610
H 0.47230 -5.45220 2.29310
H -1.15830 -4.80230 2.58590
H 0.07650 -4.69370 3.82700
*
```

# 4
This record from the OMol25 dataset describes a molecular structure, C31H80BeBrCl2KN7O13P3. The level of theory is ωB97M-V/def2-TZVPD.

E	-7722.85963	Ha

Geometry as ORCA input:
```
! RIJCOSX wB97M-V def2-TZVPD def2/J DEFGRID3
* xyz 0 1
C 2.66681 0.70150 2.51178
C 1.57973 -0.46669 2.74505
O 0.90414 -0.88919 1.54755
C 1.80151 -1.46752 0.56557
C 1.51303 -0.67299 -0.82086
O 1.53733 0.74060 -0.50054
C 2.80039 1.34548 -0.84200
C 2.49222 2.48511 -1.95596
O 3.75874 3.14939 -2.20070
C 4.19677 2.93519 -3.55548
P 4.63584 1.09204 -3.89068
C 5.95547 1.20055 -5.28665
C 6.42565 -0.23928 -5.78303
O 5.64875 -0.92015 -6.50254
N 7.74520 -0.82518 -5.47022
C 7.67004 -1.30932 -4.05571
C 8.84332 0.19088 -5.63437
P 2.87729 0.00129 -4.57070
O 2.64559 0.12134 -6.26140
O 2.86381 -1.61053 -3.99962
H 3.56647 0.30219 1.91122
H 2.21143 1.60944 2.00398
H 3.09852 0.99832 3.54140
H 0.76830 0.00600 3.41512
H 1.99888 -1.34653 3.37439
H 1.53059 -2.56567 0.33138
H 2.90153 -1.47378 0.85864
H 0.42515 -0.93915 -1.09272
H 2.21177 -0.98665 -1.66243
H 3.54967 0.62723 -1.32613
H 3.32137 1.87665 0.02295
H 1.75000 3.23022 -1.49733
H 1.99511 2.06266 -2.88877
H 3.44582 3.29977 -4.34749
H 5.19143 3.50633 -3.66824
H 6.79901 1.84883 -4.86989
H 5.46218 1.79810 -6.13128
H 7.62904 -0.40983 -3.35119
H 8.56963 -1.94570 -3.74213
H 6.74584 -1.97408 -3.96813
H 8.89391 0.77320 -4.64142
H 8.63951 0.90454 -6.50673
H 9.87865 -0.31142 -5.79532
H 1.78634 -0.46651 -6.53083
H 3.70365 -2.08773 -4.18502
Be 11.19468 0.29956 -5.03442
C -6.49991 -1.96704 -2.64719
O -5.91625 -1.13602 -3.63691
C -6.18632 0.25230 -3.43831
C -4.91256 0.99846 -3.04021
N -4.48868 0.63972 -1.68648
C -3.14761 1.11905 -1.34048
C -1.96573 0.56649 -2.15280
O -1.71992 -0.82139 -1.94765
C -2.50304 -1.68468 -2.75947
H -6.38129 -3.00488 -2.96565
H -5.99383 -1.84551 -1.68562
H -7.56832 -1.75908 -2.53687
H -6.99121 0.41682 -2.71403
H -6.52695 0.64380 -4.40192
H -5.10139 2.07576 -3.08209
H -4.14136 0.75399 -3.77732
H -4.49847 -0.36961 -1.59400
H -2.98470 0.85242 -0.29085
H -3.13811 2.21325 -1.39095
H -1.06560 1.07935 -1.79686
H -2.03912 0.79888 -3.22032
H -2.73003 -1.25040 -3.73609
H -3.42250 -1.95950 -2.23838
H -1.93478 -2.60544 -2.91644
Br 1.32914 -2.03376 -6.61577
O -4.80120 3.52920 4.08645
P -5.30157 2.12286 3.70052
N -6.01729 1.84893 5.20953
C -5.68226 0.99934 6.32655
C -7.30433 2.49590 5.42664
N -3.69839 1.54130 3.42031
C -2.88685 0.70639 4.29463
C -2.80220 2.50504 2.75872
N -5.92419 0.54917 3.16858
C -5.61162 -0.79182 3.60243
C -6.07836 0.54183 1.70381
H -6.46737 0.25542 6.50114
H -5.57338 1.58737 7.24560
H -4.75494 0.45037 6.21072
H -8.11372 1.89910 4.99053
H -7.32730 3.48801 4.96649
H -7.52080 2.64488 6.48908
H -3.06537 0.89548 5.35610
H -1.81600 0.87719 4.16001
H -3.02201 -0.35029 4.07430
H -2.33596 3.18195 3.48639
H -3.34226 3.11304 2.02903
H -2.00797 1.99187 2.21109
H -4.73184 -1.20277 3.09594
H -6.45088 -1.45469 3.35581
H -5.47484 -0.90154 4.67470
H -5.12035 0.39438 1.19867
H -6.50130 1.49365 1.36361
H -6.77257 -0.24167 1.37787
C 4.84419 -4.15173 -7.54080
O 4.90829 -5.46302 -7.46532
H 5.21091 -3.57533 -6.66931
H 5.39083 -3.66361 -8.36984
H 3.82979 -3.70633 -7.66683
C 3.52698 -6.87964 -0.88663
C 2.77513 -5.53648 -0.97148
C 1.69931 -5.62776 -2.07332
O 3.65055 -4.59686 -1.32604
H 4.01911 -7.14101 -1.82885
H 4.28991 -6.86023 -0.10168
H 2.83059 -7.69251 -0.64530
H 2.22334 -5.43450 -0.01829
H 2.12809 -5.84709 -3.05615
H 1.13138 -4.69576 -2.15378
H 0.98458 -6.42746 -1.84255
C 1.48711 -0.57790 6.77641
O 0.78218 -0.02245 5.96007
N 1.58345 -1.92528 6.86456
N 2.24414 0.09802 7.67258
H 2.16270 -2.40364 7.53484
H 1.03566 -2.46940 6.21365
H 2.20274 1.10561 7.64154
H 2.83495 -0.34579 8.35634
C -0.36902 6.79095 0.51844
C 0.16404 5.38876 0.29896
O -0.76393 4.62573 -0.46261
H -1.32936 6.75864 1.03923
H 0.33185 7.38777 1.10724
H -0.54141 7.29332 -0.43786
H 0.31432 4.88277 1.25496
H 1.12075 5.41229 -0.23332
H -0.88481 5.07428 -1.30950
K 3.92125 -1.37224 6.09386
C -3.60691 0.36041 9.73610
Cl -3.54299 -0.86563 8.46393
Cl -5.01084 0.12407 10.78233
H -2.70219 0.29294 10.33784
H -3.67110 1.34472 9.27487
*
```